The following is a quantum chemistry calculation of C58H76CrN3O4P as an isolated structure, from the OMol25 dataset.

Values from the calculation:
Frontier orbital gap (spin up / spin down) in eV: 6.679 / 6.703
Molar mass in g/mol: 962.23
Charge: +1
<S²>: 3.786
LUMO level (spin up / spin down) in eV: -2.5 / -2.5
Multiplicity: 4
Highest occupied orbital energy (spin up / spin down) in eV: -9.22 / -9.24

Geometry (Å):
C 3.129 4.643 -1.482
H 3.796 3.512 7.434
C 1.915 2.429 4.123
H 2.394 2.801 -3.859
C -0.007 -0.051 -4.304
C 0.865 -2.727 -0.551
H 4.312 0.030 6.316
C -3.056 0.630 2.834
C -2.929 -1.788 -3.701
H -3.255 -2.608 -7.050
H -5.793 0.375 2.921
H -1.894 4.045 0.181
C -1.373 -0.874 -1.527
O 0.967 0.618 1.143
H -1.130 -3.639 3.504
C -1.942 1.402 3.128
C -4.882 -1.356 -5.269
H -5.935 0.017 4.643
H -0.996 -6.542 2.692
C -3.421 0.489 1.493
H 4.126 -1.189 -1.093
H -4.757 -4.032 -5.608
C 4.588 3.153 -0.317
H -0.570 -4.966 4.533
C 3.583 2.194 -0.297
H -3.292 1.204 5.594
C -3.692 -2.258 -4.942
H -2.412 -1.219 -6.363
N 1.584 2.071 -5.658
H 0.323 3.446 1.614
C 0.342 -2.688 -1.971
H -4.432 -1.784 2.681
C -3.310 0.149 5.312
C 3.826 2.101 5.806
C -5.317 0.516 3.893
C 5.269 2.464 5.428
C -0.653 -5.817 1.952
C -3.942 -1.564 3.631
C -1.184 2.009 2.129
C 1.176 0.876 -6.307
H 2.930 5.603 -1.945
C 2.282 -1.864 1.233
H -0.484 -0.428 -6.274
H -5.633 -1.374 -4.478
H 1.193 3.916 -1.927
C -3.174 0.875 -0.970
H 3.972 -1.488 2.434
H 0.415 3.311 -6.859
H 1.550 3.271 4.699
H -4.233 -0.159 -3.188
H 5.842 2.724 6.322
H 3.791 1.259 0.210
C -1.191 1.494 -5.860
H 3.956 -0.539 0.985
H -3.136 1.831 -1.504
O 2.121 -0.695 -0.879
H 2.318 -5.153 3.583
H -2.103 1.120 -5.394
C -1.006 -2.045 -2.225
O -0.576 -0.378 -0.618
C 3.461 0.655 3.763
C 1.818 -2.888 2.044
H 1.903 0.076 -6.173
H -4.577 -0.317 -5.424
Cr 0.819 0.954 -0.657
H -2.932 -1.978 3.594
N -0.151 0.375 -5.736
C 0.876 -3.821 1.617
C 0.555 3.100 -5.798
C 0.024 2.856 2.483
C -1.577 1.798 0.821
C 1.675 0.998 2.202
H -2.295 -0.247 5.388
C -2.692 1.051 0.459
H 1.237 -6.541 3.714
H -0.270 3.567 3.259
H -3.928 -0.376 6.042
C -3.893 -0.055 3.914
N -0.726 2.681 -5.231
C -4.209 -3.687 -4.728
C 0.430 -3.732 0.307
H 5.776 1.632 4.936
H 3.506 0.099 -2.141
C -0.669 2.558 -3.770
H -1.832 3.580 -1.524
H -4.881 -3.724 -3.869
H -5.363 -1.700 -6.186
H 3.094 -1.624 -2.466
C 4.366 4.387 -0.912
C -1.797 -2.490 -3.273
H -0.409 4.324 -0.732
H -1.628 1.544 4.154
H -1.869 -2.874 -5.991
C 3.278 -0.870 -1.698
C 3.313 -0.903 1.789
H -3.393 -4.387 -4.544
H 4.332 0.084 4.069
H -5.311 1.586 4.113
H 2.186 3.086 6.857
C 1.579 -5.748 3.045
C -2.593 -0.243 -1.831
C 3.841 0.905 6.768
C -0.253 -4.215 3.806
H -0.287 -4.447 -0.079
H -0.238 -6.376 1.110
H 2.826 0.629 7.058
C 1.991 1.872 -4.260
H -4.301 -0.092 1.239
H -4.496 -2.076 4.420
C 1.228 2.077 2.969
H 0.887 4.009 -5.301
H 1.082 -2.179 -2.600
H 1.005 1.053 -7.370
H 5.143 5.141 -0.923
O -0.764 2.362 -0.201
H 2.075 -6.212 2.190
C -3.317 -0.686 -2.938
C 0.388 -4.895 2.588
H 2.203 -2.938 3.057
H -0.425 3.533 -3.351
H -0.980 -0.410 -3.976
H 0.440 -3.536 4.304
H -4.241 0.654 -0.894
H 0.306 -3.714 -2.346
C 3.045 1.735 4.543
C -1.253 3.651 -0.605
H -1.483 -3.383 -3.807
H 2.798 1.137 -4.220
C -2.747 -2.245 -6.154
H 5.544 2.942 0.148
C 2.797 0.267 2.608
C 2.318 2.407 -0.859
P 0.581 1.314 -3.202
C 3.210 3.293 6.539
H 5.288 3.319 4.748
C 2.138 3.666 -1.449
H -1.648 2.256 -3.392
H 3.205 4.192 5.918
H -1.526 -5.261 1.604
C 1.780 -1.807 -0.064
H 0.691 -0.889 -4.279
H -1.341 1.652 -6.928
H 4.401 1.154 7.672

The following is a quantum chemistry calculation of C41H50AlN4O4PS2 as an isolated structure, from the OMol25 dataset.

Values from the calculation:
Frontier orbital gap in eV: 4.162
Molar mass in g/mol: 784.97
LUMO level in eV: -1.3
Highest occupied orbital energy in eV: -5.42

Geometry (Å):
H -6.776 -0.630 1.932
C -0.445 1.735 3.379
C 0.844 -5.978 -0.082
H 4.117 2.817 -0.142
C -2.821 4.554 -2.340
C -0.273 -3.750 1.130
H -0.859 0.570 -4.855
H -0.696 -2.877 1.610
O -3.402 -2.993 -1.160
H 0.580 -0.453 -2.382
H 0.563 2.386 0.706
H -1.844 4.261 -1.961
H -3.545 4.467 -1.530
C 4.157 -0.526 -0.418
O -2.692 1.515 4.147
C -2.462 0.900 3.004
C 2.371 -2.256 -0.156
O -0.983 1.432 -2.974
H 0.683 4.486 -0.674
C 0.970 1.581 -4.304
C 1.649 1.808 4.702
C -1.031 -2.856 -1.142
H 3.192 -2.621 1.831
C 1.258 3.583 -0.908
H -5.279 0.725 3.414
C -1.397 2.038 4.568
H -0.565 -1.361 -3.404
H -4.229 3.968 -3.834
H -2.600 3.230 -5.533
H -0.306 -2.402 -1.816
C 2.845 1.281 5.159
H 0.663 2.566 -4.652
C 0.839 1.080 3.832
H 2.946 4.286 1.001
S -3.273 -0.523 -2.940
C -2.940 -2.032 -0.396
S -2.342 1.687 -0.511
H 2.718 -4.089 0.955
H 1.382 4.413 1.789
H 0.701 2.993 -1.633
C -2.232 -3.465 -1.908
H 1.279 -6.845 -0.563
H 1.594 1.699 -3.416
C 3.745 1.796 -0.160
H 0.640 -0.749 2.724
H 4.200 -3.233 0.520
H 3.469 1.862 5.826
N -3.014 -0.523 1.312
C 0.237 -0.625 -3.408
C 1.235 -0.187 3.433
C 0.357 -4.720 1.900
C 1.523 2.770 0.358
H -2.773 5.596 -2.661
H 1.348 2.805 5.013
H -0.191 2.658 2.858
C 1.855 0.230 0.037
H 1.069 -1.005 -4.003
H 1.328 -2.238 0.164
H 3.483 -2.918 -1.899
H 2.117 -3.964 -1.485
C -0.346 -3.883 -0.250
C -5.154 -1.353 0.727
H 1.558 1.101 -5.088
C 2.451 -2.922 -1.535
C -0.226 0.706 -3.974
H -2.321 -3.092 -2.926
Al -1.116 -0.041 0.546
H 4.848 -1.345 -0.601
C -4.886 0.147 2.589
O -3.386 2.292 -3.195
N -1.686 -1.810 -0.354
N 0.552 -0.088 0.181
C -3.787 -1.282 0.549
P -2.475 1.193 -2.485
C -3.532 0.158 2.315
H -1.269 3.578 -4.414
H -1.512 3.096 4.782
C -2.280 3.858 -4.700
C -3.221 3.695 -3.521
N -1.300 0.932 2.486
H 4.194 -0.387 5.077
H -5.753 -1.966 0.069
H 0.414 -4.598 2.974
H -2.276 4.899 -5.027
C 3.247 0.017 4.744
H -1.102 1.512 5.474
C 0.218 -5.007 -0.848
H 2.749 -1.695 3.558
H -2.249 -4.550 -1.890
H 2.206 3.892 -1.361
H 1.840 -2.397 -2.272
H 0.176 -5.118 -1.928
C 4.642 0.772 -0.423
C 2.129 3.697 1.422
C -5.707 -0.611 1.763
C 2.396 1.565 0.079
C 0.917 -5.836 1.297
H 5.688 0.980 -0.609
C 2.438 -0.712 3.888
H 2.525 3.133 2.268
C 3.167 -3.096 0.849
C 2.819 -0.810 -0.187
H 1.420 -6.584 1.896